ORCA calculation (the ωB97M-V functional and the def2-TZVPD basis) on a structure of composition C32H50N17S2 at a distorted geometry.

```
101
Properties=species:S:1:pos:R:3
N -4.227 0.909 -3.197
C -4.137 -0.526 -3.402
S -2.682 -1.144 -2.440
N -3.019 -1.017 -0.770
C -2.631 0.115 -0.381
S -2.490 1.641 -0.150
H -4.973 1.104 -2.535
H -4.350 1.405 -4.070
H -3.951 -0.776 -4.456
H -5.038 -1.029 -3.021
H -1.716 -0.208 -2.697
C -0.186 2.707 2.276
C 0.817 2.371 3.291
N 1.600 2.105 4.088
H -0.603 1.793 1.861
H -0.986 3.295 2.726
H 0.274 3.285 1.476
C 1.019 4.860 -1.133
C -0.365 5.238 -0.812
N -1.448 5.546 -0.566
H 1.218 3.845 -0.787
H 1.175 4.905 -2.203
H 1.712 5.543 -0.645
C 1.371 -1.795 3.964
C 0.356 -1.463 2.963
N -0.444 -1.198 2.181
H 1.504 -2.874 4.009
H 2.319 -1.333 3.696
H 1.061 -1.432 4.943
C 2.716 -1.442 -0.294
C 2.503 -0.020 0.008
N 2.336 1.094 0.247
H 3.713 -1.745 0.021
H 1.980 -2.047 0.233
H 2.618 -1.610 -1.366
C -1.707 0.703 5.509
C -1.889 0.500 6.951
N -2.031 0.340 8.080
H -2.544 1.268 5.104
H -0.782 1.253 5.329
H -1.653 -0.259 5.002
C 4.078 1.188 6.425
C 4.129 -0.250 6.145
N 4.167 -1.378 5.923
H 3.654 1.715 5.572
H 3.457 1.371 7.300
H 5.083 1.562 6.616
C 5.273 -4.446 3.784
C 4.259 -4.118 2.779
N 3.462 -3.860 1.991
H 5.431 -5.523 3.815
H 6.211 -3.951 3.535
H 4.944 -4.106 4.765
C -8.005 -2.151 -1.405
C -7.222 -0.915 -1.304
N -6.613 0.058 -1.224
H -7.667 -2.734 -2.260
H -7.881 -2.742 -0.499
H -9.059 -1.910 -1.532
C 5.284 -0.069 2.681
C 6.365 -1.056 2.585
N 7.213 -1.828 2.512
H 4.716 -0.234 3.596
H 5.701 0.937 2.696
H 4.617 -0.162 1.827
C 3.121 -5.741 7.512
C 3.577 -6.679 6.479
N 3.931 -7.422 5.675
H 2.554 -6.276 8.271
H 3.979 -5.262 7.980
H 2.487 -4.978 7.065
C -1.856 -0.559 -6.974
C -0.978 -1.016 -5.845
N -0.301 -1.364 -4.980
H -1.780 0.508 -7.074
H -1.525 -1.040 -7.888
H -2.870 -0.849 -6.756
C -5.901 0.518 1.785
C -4.861 0.712 2.802
N -4.027 0.865 3.576
H -6.684 -0.131 2.173
H -6.337 1.478 1.514
H -5.468 0.062 0.899
C 1.689 6.454 -5.319
C 2.397 5.634 -4.330
N 2.955 4.996 -3.553
H 1.668 5.940 -6.278
H 0.667 6.634 -4.987
H 2.197 7.409 -5.438
C 3.042 -1.116 -5.738
C 3.895 -1.561 -4.632
N 4.559 -1.913 -3.763
H 3.106 -0.034 -5.843
H 3.363 -1.583 -6.668
H 2.009 -1.395 -5.536
C -4.648 1.590 -10.249
C -3.903 0.924 -9.176
N -3.316 0.403 -8.333
H -4.645 0.966 -11.142
H -5.677 1.757 -9.935
H -4.186 2.547 -10.482
```

HOMO level = -0.4603 Ha
F_max = 3.67 eV/A
M = 737.00 g mol⁻¹
frontier orbital gap = 8.37 eV
electronic energy = -80983.9632 eV
2S+1 = 1
E_LUMO = -4.16 eV
total charge = +1

Atom charges from the Löwdin analysis, given in e for atoms 1 to 8: N -0.0223; C -0.3999; S 1.0874; N -0.2272; C -0.8233; S 0.9007; H 0.0397; H 0.0866



ORCA calculation (the ωB97M-V functional and the def2-TZVPD basis) on a structure of composition C32H51BF8IN3SeSi4TeW at a distorted geometry.

```
103
Properties=species:S:1:pos:R:3
W -1.469 -0.997 -1.074
C 2.248 -0.552 2.086
C 1.255 -1.683 2.294
N -0.172 -1.323 2.178
C -0.444 -0.291 3.188
C -1.886 0.176 3.306
C -0.901 -2.569 2.435
C -2.298 -2.684 1.841
N -2.294 -2.402 0.420
C -3.460 -2.575 -0.290
C -3.354 -1.973 -1.569
F -2.625 -0.030 0.187
C -4.382 -2.198 -2.451
F -4.279 -1.669 -3.698
C -5.514 -2.940 -2.172
C -5.599 -3.476 -0.902
F -6.670 -4.211 -0.576
C -4.611 -3.293 0.048
F -4.798 -3.852 1.262
H 2.235 0.172 2.899
H 3.245 -0.986 2.025
H 2.047 -0.025 1.150
H 1.440 -2.135 3.283
H 1.450 -2.454 1.552
H 0.165 0.569 2.907
H -0.105 -0.650 4.177
H -1.928 1.009 4.011
H -2.533 -0.611 3.686
H -2.269 0.526 2.349
H -0.953 -2.768 3.517
H -0.321 -3.378 1.982
H -2.632 -3.705 2.039
H -3.012 -2.015 2.331
H -6.294 -3.082 -2.904
I -2.683 1.055 -2.628
C -0.349 -0.978 -2.944
C 0.344 -0.657 -4.106
C 0.342 -1.540 -5.165
C -0.395 -2.724 -5.071
C -1.089 -2.971 -3.909
N -1.035 -2.121 -2.889
H 0.888 0.278 -4.162
H 0.898 -1.311 -6.063
H -0.434 -3.438 -5.879
H -1.692 -3.861 -3.777
F 1.598 -3.074 -2.359
B 2.004 -2.258 -1.400
F 2.145 -0.955 -1.679
F 2.701 -2.742 -0.385
F 0.171 -1.894 -0.523
C -0.248 6.571 0.455
Si -0.784 4.751 0.564
C -2.203 4.521 -0.666
C -1.395 4.365 2.322
Si 0.997 3.088 0.127
Te -0.138 1.058 -0.554
Si 2.334 3.454 2.110
C 2.811 5.283 2.327
C 1.661 2.949 3.832
C 4.003 2.578 1.811
Si 2.100 3.986 -1.788
C 3.002 5.617 -1.405
C 3.362 2.745 -2.479
C 0.790 4.288 -3.133
H -1.115 7.217 0.597
H 0.178 6.802 -0.521
H 0.490 6.840 1.209
H -2.921 5.341 -0.617
H -2.747 3.596 -0.466
H -1.842 4.454 -1.693
H -2.354 4.844 2.525
H -0.685 4.689 3.083
H -1.533 3.287 2.428
H 1.954 5.912 2.568
H 3.268 5.679 1.420
H 3.534 5.389 3.137
H 1.470 3.825 4.452
H 2.366 2.318 4.373
H 0.721 2.403 3.757
H 4.671 3.234 1.251
H 3.878 1.667 1.227
H 4.508 2.313 2.741
H 3.983 5.431 -0.967
H 2.435 6.222 -0.698
H 3.154 6.212 -2.306
H 4.209 2.622 -1.803
H 3.751 3.053 -3.451
H 2.891 1.767 -2.595
H 0.203 5.185 -2.932
H 0.094 3.445 -3.169
H 1.230 4.394 -4.125
Se -1.308 -4.592 -0.957
C -0.271 -6.106 -0.460
C -0.512 -6.758 0.750
C 0.244 -7.863 1.104
C 1.228 -8.345 0.251
C 1.454 -7.712 -0.964
C 0.719 -6.591 -1.314
H -1.289 -6.395 1.410
H 0.046 -8.367 2.041
H 1.811 -9.215 0.522
H 2.199 -8.093 -1.651
H 0.902 -6.094 -2.259
```

HOMO level (alpha / beta) = -0.2621 / -0.2662 Ha
ΔE to the lowest compared entry with this formula, charge and spin = 3.262 eV
F_max = 4.84 eV/A
M = 1270.22 g mol⁻¹
frontier orbital gap (alpha / beta) = 4.91 / 4.67 eV
electronic energy = -174979.2947 eV
2S+1 = 3
E_LUMO (alpha / beta) = -2.23 / -2.58 eV
total charge = 0

Atom charges from the Löwdin analysis, given in e for atoms 1 to 8: W 1.2806; C -0.0858; C -0.2584; N -0.1790; C -0.2606; C -0.0754; C -0.1832; C -0.2044